The following is a quantum chemistry calculation of a molecular structure, H20N2O16Zn at a distorted geometry, from OMol25.

- E_LUMO: -2.96 eV
- E_HOMO: -9.7 eV
- Relative energy (zero: lowest compared OMol25 entry of this formula, charge and spin): 11.8 kcal/mol
- Electronic energy: -3104.35538 Ha

Atoms and positions in Å:
Zn1 2.87 -1.38 -0.68
N1 -0.11 -0.24 -0.10
O1 1.10 -0.47 -0.27
O2 -0.72 -0.52 0.99
O3 -0.74 0.08 -1.08
N2 3.42 -1.95 2.45
O4 4.10 -2.84 2.86
O5 2.76 -1.19 3.16
O6 3.30 -1.72 1.27
O7 -2.46 0.74 -3.56
H1 -1.99 0.62 -2.74
H2 -3.21 0.14 -3.49
O8 -0.72 -1.77 3.77
H3 -0.54 -2.70 3.65
H4 -0.59 -1.39 2.90
O9 2.62 -0.88 -2.59
H5 1.98 -1.25 -3.19
H6 3.28 -0.48 -3.16
O10 -2.12 2.02 3.19
H7 -1.52 1.58 3.80
H8 -2.26 1.37 2.50
O11 3.91 0.48 -0.59
H9 4.81 0.73 -0.36
H10 3.48 1.30 -0.83
O12 -2.53 2.44 0.07
H11 -1.62 2.64 0.29
H12 -2.54 1.49 -0.05
O13 0.30 1.99 -3.09
H13 0.00 1.25 -2.56
H14 0.96 1.61 -3.67
O14 -0.08 2.95 1.16
H15 0.31 3.62 1.73
H16 0.40 2.15 1.36
O15 -3.19 -1.77 0.85
H17 -3.42 -1.04 0.27
H18 -2.31 -1.56 1.17
O16 -2.45 -2.23 -2.11
H19 -2.90 -1.53 -1.65
H20 -1.60 -2.29 -1.69